# 1
Entry from OMol25: a molecular structure, C33H27F3LiNO4P (wB97M-V/def2-TZVPD).

Summary:
- E_tot (Ha) = -2278.10532
- total charge = -1
- multiplicity = 1
- HOMO-LUMO gap (eV) = 5.3
- ΔE to the lowest compared entry with this formula, charge and spin (eV) = 0.432

Each line ends with the Mulliken charge.
Positions of all 70 atoms, in Å:
Li1 -2.08596 0.81292 -1.08125  0.897
C1 3.55832 5.66349 -1.93597  -1.738
C2 4.07663 4.37130 -1.31918  0.510
C3 5.31413 3.89383 -2.06210  -1.027
C4 5.83770 2.59970 -1.47130  -1.053
C5 4.75277 1.56107 -1.48763  1.095
C6 5.04664 0.21795 -1.56559  -0.852
C7 4.02350 -0.72327 -1.56860  0.305
F1 4.36863 -2.03397 -1.63998  -0.380
C8 2.71047 -0.36173 -1.50644  -1.062
C9 2.38961 0.99727 -1.43241  0.312
C10 0.95105 1.36963 -1.35099  1.136
O1 0.09406 0.50106 -1.51202  -0.734
C11 0.70234 2.76391 -1.06595  -0.165
C12 1.74739 3.62336 -1.10245  -0.168
N1 3.05097 3.30676 -1.33395  0.308
C13 3.40077 1.96207 -1.42364  -0.450
C14 -0.67042 3.34958 -0.69624  -0.063
O2 -0.73801 4.58408 -0.65965  -0.828
O3 -1.55617 2.50406 -0.42245  -0.531
H1 4.39516 6.35032 -2.06671  0.432
H2 2.81556 6.16610 -1.32244  0.513
H3 3.11446 5.46671 -2.91220  0.387
H4 4.35488 4.55760 -0.27302  0.104
H5 6.06730 4.68255 -2.01889  0.384
H6 5.05512 3.74339 -3.11524  0.319
H7 6.16812 2.77619 -0.44154  0.313
H8 6.70667 2.23556 -2.02264  0.427
H9 6.07552 -0.11521 -1.62344  0.470
H10 1.90912 -1.08643 -1.51037  0.567
H11 1.51152 4.66395 -0.93606  0.572
F2 -5.05705 -0.22924 -1.84482  -0.406
C15 -4.29800 0.88668 -1.23279  -0.095
F3 -4.93006 2.01081 -1.83959  -0.329
H12 -4.80102 0.88615 -0.23950  -0.141
O4 -2.04072 -1.21600 -0.86537  -0.861
P1 -2.12485 -1.90555 0.45026  1.953
C16 -3.43065 -3.13851 0.47365  -0.223
C17 -4.58277 -2.81964 -0.24561  -0.603
C18 -5.64681 -3.71146 -0.24095  -0.703
C19 -5.56326 -4.90476 0.46183  -0.384
C20 -4.41124 -5.22256 1.16914  -0.658
C21 -3.34348 -4.33735 1.17382  -0.247
C22 -2.44621 -0.80883 1.84326  0.145
C23 -3.35690 -1.12239 2.84953  -0.465
C24 -3.58818 -0.22483 3.88236  -0.648
C25 -2.92824 0.99506 3.89994  -0.543
C26 -2.03031 1.31764 2.89181  -0.648
C27 -1.77767 0.41325 1.87474  0.114
C28 -0.56784 -2.73852 0.83813  0.218
C29 0.22961 -3.11216 -0.24228  -0.581
C30 1.45744 -3.71720 -0.02380  -0.458
C31 1.89333 -3.95252 1.27349  -0.536
C32 1.10543 -3.58035 2.35229  -0.716
C33 -0.12226 -2.96830 2.13498  -0.189
H13 -4.65120 -1.88821 -0.80240  0.637
H14 -6.54444 -3.46547 -0.79321  0.450
H15 -6.39806 -5.59399 0.45655  0.361
H16 -4.34314 -6.15656 1.71086  0.401
H17 -2.44095 -4.58603 1.71913  0.360
H18 -3.90378 -2.05612 2.81462  0.349
H19 -4.30470 -0.46788 4.65697  0.388
H20 -3.13185 1.70700 4.68952  0.357
H21 -1.54666 2.28453 2.87063  0.429
H22 -1.08828 0.69570 1.09058  0.268
H23 -0.10702 -2.88407 -1.24597  0.378
H24 2.08471 -3.98377 -0.86447  0.404
H25 2.85889 -4.41174 1.44169  0.389
H26 1.45327 -3.74891 3.36336  0.402
H27 -0.72299 -2.64775 2.97793  0.431

Cartesian forces, eV/Å:
-0.3 0.0 -0.4
0.0 0.0 0.0
-0.1 -0.1 0.1
0.0 0.0 -0.1
0.1 0.0 0.0
-0.1 0.0 0.0
0.0 0.0 0.0
0.1 0.0 0.0
0.0 0.0 0.0
0.1 0.0 0.0
-0.2 0.1 0.0
-0.1 -0.1 0.0
0.0 0.1 0.0
0.2 -0.1 0.0
-0.1 0.0 0.0
0.1 0.0 0.0
0.1 0.1 0.0
0.0 -0.1 0.0
0.0 0.1 0.0
0.1 0.1 0.1
0.0 0.0 0.0
0.0 0.0 0.0
0.0 0.0 0.0
0.0 0.0 0.0
0.0 0.0 0.0
0.0 0.0 0.0
0.0 0.0 0.0
0.0 0.0 0.0
0.0 0.0 0.0
0.0 0.0 0.0
0.0 0.0 0.0
0.1 0.1 -0.1
-0.2 0.0 0.1
0.0 0.0 -0.1
0.1 0.0 0.1
0.1 -0.1 0.4
0.0 0.2 -0.4
0.0 -0.1 0.0
0.0 -0.1 0.1
0.0 0.0 0.0
0.0 0.0 0.0
0.0 0.0 0.0
0.0 0.0 0.0
0.0 0.0 0.1
0.0 0.0 0.0
0.0 0.0 0.0
0.0 0.0 0.0
0.0 0.0 0.0
0.0 0.0 0.0
0.1 -0.1 0.0
0.0 0.0 0.0
0.0 0.0 0.0
0.0 0.0 0.0
0.0 0.0 0.0
0.0 0.0 0.0
0.0 0.0 0.0
0.0 0.0 0.0
0.0 0.0 0.0
0.0 0.0 0.0
0.0 0.0 0.0
0.0 0.0 0.0
0.0 0.0 0.0
0.0 0.0 0.0
0.0 0.0 0.0
0.0 0.0 -0.1
0.0 0.0 0.0
0.0 0.0 0.0
0.0 0.0 0.0
0.0 0.0 0.0
0.0 0.0 0.0


# 2
Entry from OMol25: a molecular structure, C33H27N4O3S2Ti (wB97M-V/def2-TZVPD).

Summary:
- E_tot (Ha) = -3364.23210
- total charge = +1
- multiplicity = 1
- HOMO-LUMO gap (eV) = 6.8
- ΔE to the lowest compared entry with this formula, charge and spin (eV) = 0.000

Each line ends with the Mulliken charge.
Positions of all 70 atoms, in Å:
Ti1 0.59988 0.99593 0.05020  0.272
C1 3.37506 2.25551 -3.18415  -1.186
C2 2.13845 1.86523 -2.43185  0.606
N1 2.21838 1.64015 -1.14797  1.475
N2 3.50296 1.81485 -0.64211  -0.822
C3 3.69762 1.22011 0.47021  0.299
S1 2.47107 0.29623 1.30196  -0.487
S2 5.32068 1.28391 1.17092  -0.101
C4 5.79914 -0.42334 0.70453  -1.340
C5 5.63997 -0.67056 -0.76870  0.499
C6 4.58551 -1.44474 -1.23962  -0.030
C7 4.40469 -1.63966 -2.60354  -0.722
C8 5.28251 -1.06303 -3.50863  -0.461
C9 6.34020 -0.28916 -3.04453  -0.720
C10 6.51353 -0.09024 -1.68439  -0.158
C11 0.88025 1.69678 -3.15391  0.777
C12 0.67873 2.34564 -4.38461  -0.955
C13 -0.47557 2.16202 -5.11018  -0.943
C14 -1.45515 1.28574 -4.64182  -0.563
C15 -1.28864 0.63101 -3.44079  -0.765
C16 -0.14002 0.85142 -2.68367  0.199
O1 -0.03361 0.22851 -1.49877  -0.189
H1 4.17822 1.56071 -2.94299  -0.016
H2 3.71718 3.24026 -2.86042  0.298
H3 3.20604 2.25320 -4.25405  0.514
H4 5.22483 -1.13553 1.29533  0.441
H5 6.84287 -0.49291 1.01172  0.506
H6 3.90695 -1.90374 -0.52929  0.417
H7 3.58671 -2.25401 -2.95862  0.426
H8 5.15170 -1.22272 -4.57092  0.422
H9 7.03469 0.15600 -3.74510  0.406
H10 7.33125 0.52504 -1.32808  0.380
H11 1.43040 3.02488 -4.75967  0.476
H12 -0.61805 2.68791 -6.04355  0.434
H13 -2.35531 1.12259 -5.21933  0.435
H14 -2.04187 -0.04268 -3.05591  0.512
C17 -0.02697 -2.14445 0.21125  -0.986
O2 -0.24178 -0.87156 0.85903  0.543
C18 -0.49664 -0.90348 2.22280  0.690
C19 -0.73197 -2.05966 2.94030  -0.731
C20 -1.00702 -1.95697 4.29776  -0.766
C21 -1.04365 -0.71803 4.92212  -0.901
C22 -0.79984 0.43265 4.19329  -0.390
C23 -0.51979 0.34076 2.83840  0.091
N3 -0.21477 1.44463 1.99467  0.830
N4 -0.33347 2.57526 2.54844  -0.587
C24 -0.13692 3.73560 1.86570  -0.502
C25 -0.07037 3.79255 0.46725  1.134
O3 -0.07765 2.68751 -0.24916  -0.233
C26 -0.06360 5.03801 -0.20138  -0.774
C27 -0.07450 6.18886 0.52057  -0.898
C28 -0.11064 6.18864 1.94651  0.656
C29 -0.11361 7.39675 2.67295  -0.871
C30 -0.15823 7.38399 4.04040  -0.579
C31 -0.19948 6.15710 4.72361  -0.689
C32 -0.19384 4.96806 4.03957  -0.441
C33 -0.15296 4.96012 2.63416  0.737
H15 -0.94065 -2.73212 0.26780  0.335
H16 0.20581 -1.92111 -0.82234  0.241
H17 0.80225 -2.66040 0.69358  0.420
H18 -0.71118 -3.03160 2.47176  0.446
H19 -1.19423 -2.85811 4.86489  0.422
H20 -1.25680 -0.65019 5.97942  0.429
H21 -0.81565 1.40563 4.66131  0.441
H22 -0.04633 5.03827 -1.28268  0.566
H23 -0.05714 7.14307 0.00794  0.398
H24 -0.08007 8.33146 2.12722  0.407
H25 -0.16076 8.30982 4.59882  0.401
H26 -0.23312 6.15053 5.80499  0.417
H27 -0.21734 4.03093 4.57620  0.406

Cartesian forces, eV/Å:
-0.4 -0.2 -0.3
-0.1 0.1 0.0
0.0 0.0 -0.1
0.1 0.0 0.0
0.0 -0.1 0.1
0.0 0.0 -0.1
0.1 0.0 0.1
0.0 0.0 0.0
0.0 0.0 -0.1
0.0 0.0 0.0
0.0 0.0 0.0
0.0 0.0 0.0
0.0 0.0 0.0
0.0 0.0 0.0
0.0 0.0 0.0
0.0 0.0 0.1
0.0 0.0 0.0
0.0 0.0 0.0
0.0 0.0 0.0
0.0 0.0 -0.1
0.0 0.1 0.0
0.1 0.1 0.2
0.0 0.0 0.0
0.0 0.0 0.0
0.0 0.0 0.0
0.0 0.0 0.0
0.0 0.0 0.0
0.0 0.0 0.0
0.0 0.0 0.0
0.0 0.0 0.0
0.0 0.0 0.0
0.0 0.0 0.0
0.0 0.0 0.0
0.0 0.0 0.0
0.0 0.0 0.0
0.0 0.0 0.0
0.0 0.0 0.0
0.1 0.1 0.0
0.0 0.0 0.0
0.0 -0.1 0.0
0.0 0.0 0.0
0.0 0.0 0.0
0.0 0.1 0.1
0.0 0.0 0.0
0.0 0.1 0.0
0.0 0.0 -0.1
0.0 -0.1 0.0
-0.1 0.1 0.0
0.0 0.0 0.1
0.0 0.0 0.0
0.0 0.0 0.1
0.0 0.0 -0.1
0.0 0.0 0.0
0.0 0.0 0.0
0.0 0.0 0.0
0.0 0.0 0.0
0.0 0.0 0.1
0.0 0.0 0.0
0.0 0.0 0.0
0.0 0.0 0.0
0.0 0.0 0.0
0.0 0.0 0.0
0.0 0.0 0.0
0.0 0.0 0.0
0.0 0.0 0.0
0.0 0.0 0.0
0.0 0.0 0.0
0.0 0.0 0.0
0.0 0.0 0.0
0.0 0.0 0.0


# 3
Entry from OMol25: a molecular structure, C33H27NO2SbSe4V at a distorted geometry (wB97M-V/def2-TZVPD).

Summary:
- E_tot (Ha) = -12268.94925
- total charge = -2
- multiplicity = 3
- HOMO-LUMO gap (alpha / beta) (eV) = 4.2 / 4.2
- ⟨S²⟩ = 2.0312

Each line ends with the Mulliken charge.
Positions of all 69 atoms, in Å:
V1 -0.48913 0.32882 -0.32495  -1.085
O1 0.98511 0.82985 0.57283  -0.720
C1 2.29669 0.36005 0.51510  2.618
C2 2.57112 -0.48222 -0.79149  -1.110
C3 1.59643 -1.61800 -0.85465  0.499
C4 1.96275 -2.93904 -0.97304  -0.749
C5 0.99477 -3.93777 -0.86574  -0.898
C6 -0.29086 -3.57089 -0.46748  -1.142
C7 -0.60755 -2.23779 -0.34099  0.321
C8 -1.88406 -1.82129 0.35512  -1.097
C9 -2.38039 -0.34746 0.32248  2.854
O2 -1.56802 0.45589 1.04224  -0.899
C10 -2.52037 0.26354 -1.08008  -0.032
C11 -2.87785 1.62383 -1.10874  -0.172
C12 -3.00801 2.29886 -2.30735  -0.901
C13 -2.79793 1.62336 -3.50715  -0.317
C14 -2.47994 0.27353 -3.49625  -1.024
C15 -2.35208 -0.41270 -2.29121  0.662
C16 -3.82802 -0.38109 0.83703  -0.759
C17 -4.83583 -0.98750 0.08978  -0.055
C18 -6.13704 -0.99581 0.55210  -1.139
C19 -6.45232 -0.38315 1.75778  -0.389
C20 -5.45490 0.22686 2.50071  -0.846
C21 -4.14690 0.21768 2.04579  -0.266
N1 0.28153 -1.27667 -0.69047  1.068
C22 3.19869 1.60366 0.58623  -0.484
C23 3.17584 2.52655 -0.45403  0.529
C24 3.81871 3.74670 -0.37132  -0.875
C25 4.50589 4.07118 0.78754  -0.454
C26 4.54409 3.16796 1.83587  -0.931
C27 3.89576 1.94602 1.73981  -0.353
C28 2.54994 -0.61575 1.65969  -0.548
C29 3.81847 -1.15671 1.86003  -0.019
C30 4.02578 -2.12015 2.82929  -1.033
C31 2.96906 -2.56855 3.60723  -0.437
C32 1.70944 -2.02474 3.43033  -0.858
C33 1.50587 -1.04928 2.46633  -0.306
H1 2.48248 0.15711 -1.68368  0.287
H2 3.59072 -0.86834 -0.77356  0.699
H3 2.99921 -3.18154 -1.15040  0.506
H4 1.24396 -4.97622 -1.01569  0.393
H5 -1.04168 -4.31531 -0.23179  0.497
H6 -2.68882 -2.49252 0.02659  0.584
H7 -1.72727 -2.02265 1.42865  0.598
H8 -3.03786 2.14864 -0.16735  0.423
H9 -3.22335 3.35890 -2.30447  0.406
H10 -2.80221 2.16150 -4.44655  0.527
H11 -2.24838 -0.22272 -4.43036  0.352
H12 -2.10313 -1.47724 -2.30094  0.279
H13 -4.60567 -1.44693 -0.86567  0.387
H14 -6.91226 -1.47561 -0.03299  0.383
H15 -7.47492 -0.38317 2.11467  0.369
H16 -5.69407 0.71461 3.43809  0.394
H17 -3.35741 0.68842 2.61891  0.443
H18 2.59479 2.30061 -1.33903  -0.599
H19 3.75751 4.43441 -1.20649  0.257
H20 4.99508 5.03201 0.87600  0.375
H21 5.06746 3.41102 2.75373  0.372
H22 3.92321 1.27221 2.58606  0.299
H23 4.64619 -0.80848 1.25601  0.420
H24 5.01955 -2.52333 2.98063  0.379
H25 3.12825 -3.34144 4.34758  0.380
H26 0.88425 -2.35690 4.04880  0.413
H27 0.52166 -0.61036 2.35292  0.557
Se1 -0.39240 2.64117 -5.84026  -0.782
Sb1 1.11063 2.40720 -3.92707  0.636
Se2 0.15101 1.33596 -1.94881  0.668
Se3 1.97028 4.67524 -3.67321  -0.775
Se4 2.92847 1.12595 -4.95867  -0.782

Cartesian forces, eV/Å:
2.3 1.3 2.1
1.8 -0.1 1.9
-0.1 0.1 -0.2
-0.1 0.4 -0.1
-0.4 0.9 -0.2
-0.4 -0.7 -0.2
0.0 0.6 0.2
0.1 -0.4 -0.2
0.4 -0.2 -0.2
-0.5 -0.6 0.0
-3.0 -1.7 -0.1
-2.1 0.5 4.0
-1.4 0.1 -1.3
-0.4 0.0 0.0
-0.2 -0.3 0.2
0.0 0.0 0.0
-0.2 -0.1 0.1
-0.5 -0.2 0.1
0.0 0.0 0.3
0.1 -0.1 0.1
-0.1 0.0 0.0
-0.1 0.0 0.1
-0.2 0.0 0.0
0.3 0.0 0.0
1.2 -4.1 0.7
0.0 0.0 0.2
-0.3 -0.3 -0.4
0.1 0.0 0.0
0.1 0.1 0.0
0.1 0.0 0.2
0.0 -0.1 0.0
0.0 0.0 0.1
-0.1 -0.1 0.0
0.2 -0.1 0.0
0.0 -0.2 0.2
0.1 -0.1 0.0
-0.2 0.1 0.0
0.0 -0.2 0.2
0.0 0.0 0.0
0.1 0.0 0.0
0.1 -0.1 0.0
0.0 0.0 0.0
0.2 0.1 0.1
-0.1 0.0 -0.2
0.2 -0.1 -0.2
0.0 0.0 0.0
0.0 0.0 0.0
0.0 0.0 0.0
0.1 0.3 0.0
0.0 0.1 0.0
0.0 0.0 0.0
0.0 0.0 0.0
0.0 0.0 0.0
0.0 0.0 -0.1
0.1 0.1 0.0
-0.1 -0.1 0.0
0.1 0.1 0.0
0.0 0.1 0.0
0.0 0.0 0.0
0.0 0.0 0.0
0.0 0.0 0.0
0.0 0.0 0.1
0.0 0.0 0.0
0.1 0.1 -0.2
-0.9 -0.2 0.0
1.1 1.0 -3.0
2.2 4.6 -6.1
-0.1 0.2 0.9
0.2 -0.6 0.7


# 4
Entry from OMol25: a molecular structure, C33H28As2NO4W (wB97M-V/def2-TZVPD).

Summary:
- E_tot (Ha) = -6167.51076
- total charge = +3
- multiplicity = 1
- HOMO-LUMO gap (alpha / beta) (eV) = 6.1 / 5.9
- ΔE to the lowest compared entry with this formula, charge and spin (eV) = 1.411

Each line ends with the Mulliken charge.
Positions of all 69 atoms, in Å:
W1 0.53547 -0.28060 -0.99166  0.875
O1 2.37910 -1.07817 -1.51436  -0.552
C1 3.42580 -1.34486 -0.85889  -0.105
C2 3.56520 -1.14771 0.52664  0.791
C3 4.79900 -1.41630 1.15212  -0.561
C4 4.87864 -1.25856 2.50880  -0.597
C5 3.78561 -0.87331 3.27819  -0.450
C6 2.56047 -0.61820 2.67856  -0.567
C7 2.46129 -0.74600 1.30692  0.163
O2 1.26465 -0.54018 0.70414  0.605
N1 6.17756 -1.51998 3.18540  1.028
O3 6.19654 -1.37288 4.38112  -0.561
O4 7.08913 -1.85243 2.46701  -0.566
H1 4.24570 -1.77864 -1.43460  0.500
H2 5.67017 -1.73397 0.59180  0.615
H3 3.91626 -0.78423 4.34977  0.561
H4 1.69377 -0.34106 3.26296  0.632
C8 -1.71000 2.29741 0.65549  -0.941
C9 -2.72734 1.19842 0.37296  -0.989
As1 -1.93043 -0.56120 0.03751  0.421
C10 -3.08089 -1.50321 -1.15649  0.674
C11 -2.63905 -2.71183 -1.69110  -0.513
C12 -3.44900 -3.40668 -2.57557  -0.807
C13 -4.69387 -2.89764 -2.92738  -0.576
C14 -5.14160 -1.70120 -2.38269  -0.809
C15 -4.33606 -1.00111 -1.49240  -0.043
C16 -1.89254 -1.50853 1.70599  0.889
C17 -2.90531 -1.30824 2.64136  -0.448
C18 -2.92567 -2.06803 3.80184  -0.808
C19 -1.95234 -3.02986 4.02321  -0.558
C20 -0.95151 -3.24398 3.08192  -0.824
C21 -0.91943 -2.48308 1.92579  -0.429
As2 -0.09679 2.11841 -0.42962  0.430
C22 1.09467 3.58507 -0.30883  0.690
C23 1.33796 4.37976 -1.42870  -0.178
C24 2.18027 5.47176 -1.30305  -0.790
C25 2.76617 5.76117 -0.07632  -0.525
C26 2.51629 4.96479 1.03614  -0.785
C27 1.68086 3.86682 0.92693  -0.667
C28 -0.41015 1.59565 -2.25898  0.192
C29 -1.64241 1.11737 -2.73157  -0.165
C30 -1.68514 0.04306 -3.61875  -0.258
C31 -0.49999 -0.57267 -4.03837  -0.781
C32 0.73024 -0.00856 -3.70033  -0.530
C33 0.79523 1.08052 -2.81481  -1.022
H5 -1.34000 2.23738 1.68267  0.494
H6 -2.10455 3.30380 0.51284  0.577
H7 -3.33015 1.45674 -0.49401  0.388
H8 -3.41355 1.09793 1.21235  0.787
H9 -1.67954 -3.13420 -1.40657  0.421
H10 -3.11898 -4.35355 -2.98198  0.464
H11 -5.32619 -3.44525 -3.61342  0.465
H12 -6.12259 -1.32284 -2.63652  0.458
H13 -4.71339 -0.08559 -1.05362  0.402
H14 -3.69456 -0.58508 2.47735  0.331
H15 -3.71180 -1.91452 4.52856  0.448
H16 -1.98110 -3.62469 4.92628  0.444
H17 -0.20710 -4.01143 3.24549  0.467
H18 -0.14572 -2.67478 1.19205  0.351
H19 0.86225 4.17668 -2.38076  0.405
H20 2.37027 6.10569 -2.15826  0.435
H21 3.41749 6.61981 0.01695  0.434
H22 2.96956 5.20524 1.98800  0.436
H23 1.48458 3.25209 1.79856  0.336
H24 -2.57051 1.54031 -2.37593  0.661
H25 -2.64439 -0.34410 -3.93995  0.544
H26 -0.53899 -1.45045 -4.67039  0.510
H27 1.64536 -0.42439 -4.10165  0.444
H28 1.73706 1.58789 -2.63616  0.638

Cartesian forces, eV/Å:
-0.7 0.1 0.3
-0.3 0.1 0.0
0.1 -0.2 -0.2
0.1 0.0 0.0
-0.1 0.0 0.0
0.0 0.0 0.0
0.0 0.0 0.0
-0.1 0.0 -0.1
0.0 0.0 0.2
-0.2 0.0 -0.4
0.0 0.0 -0.1
0.0 0.0 0.0
0.0 0.0 0.0
0.1 0.0 0.1
0.0 0.0 0.0
0.0 0.0 0.0
0.0 0.0 0.0
0.1 -0.1 0.0
-0.1 0.1 -0.1
0.7 0.0 0.1
-0.3 0.0 -0.1
0.1 0.0 0.0
0.0 0.0 0.0
0.0 0.0 0.0
0.1 0.0 0.0
0.0 0.0 0.0
0.0 -0.1 0.1
0.0 0.1 -0.1
0.0 0.0 0.0
0.1 -0.1 0.0
-0.1 0.0 0.1
0.0 0.0 -0.1
-0.1 -0.1 -0.2
0.1 0.0 0.1
-0.1 -0.1 -0.1
0.0 0.0 0.1
0.0 0.0 0.0
0.0 0.0 0.0
0.0 -0.1 0.0
-0.1 0.1 0.2
0.2 -0.2 0.1
0.1 -0.1 0.0
-0.2 0.0 0.1
0.2 -0.2 0.2
0.2 0.4 -0.4
0.0 0.0 0.0
-0.1 0.0 0.0
-0.1 0.0 0.0
0.0 0.0 0.0
0.0 0.0 0.0
0.0 0.0 0.0
0.0 0.0 0.0
0.0 0.0 0.0
0.0 0.0 0.0
0.0 0.0 0.0
0.0 0.0 0.0
0.0 0.0 0.0
0.0 0.0 0.0
0.0 0.0 0.0
0.0 0.0 0.0
0.0 0.0 0.0
0.0 0.0 0.0
0.0 0.0 0.0
0.0 0.0 0.0
0.0 0.0 0.0
0.0 0.0 0.0
0.0 0.0 0.0
0.0 0.0 0.0
0.0 0.0 0.0


Question: Among the records above, which one has the highest E_tot?
Answer: C33H27F3LiNO4P


Question: Which of these has the highest multiplicity?
Answer: C33H27NO2SbSe4V